Entry 1:
A 2-piece molecular cluster, C23H22N3O4 overall at a distorted geometry, computed with the ωB97M-V functional and the def2-TZVPD basis.

Atoms and positions in Å:
C (1.7580, -4.7279, -3.5543)
O (1.4930, -3.3198, -3.7329)
C (0.7423, -2.6689, -2.8071)
C (0.5676, -1.2671, -2.9660)
C (0.0218, -0.5296, -1.9414)
C (-0.3437, -1.1257, -0.7095)
C (-0.7771, -0.2914, 0.3867)
C (-0.5629, -0.5413, 1.7178)
C (-1.4422, 0.0803, 2.7052)
O (-2.4107, 0.7911, 2.4188)
N (-1.1589, -0.1470, 4.0633)
C (-2.0155, 0.5082, 5.0253)
C (-0.1664, -1.0058, 4.5461)
O (0.0314, -1.2149, 5.7407)
N (0.6130, -1.6390, 3.5664)
C (1.6719, -2.4682, 4.0998)
C (0.5948, -1.3219, 2.1919)
O (1.5182, -1.6929, 1.4667)
C (-0.3127, -2.5404, -0.6346)
C (0.1938, -3.3072, -1.6672)
H (2.3732, -4.9995, -4.4113)
H (2.3045, -4.9172, -2.6200)
H (0.8273, -5.3108, -3.5558)
H (0.8956, -0.7995, -3.8944)
H (-0.1042, 0.5496, -2.0394)
H (-1.4176, 0.5561, 0.1367)
H (-1.6581, 0.2237, 6.0113)
H (-1.9637, 1.5921, 4.8828)
H (-3.0528, 0.1943, 4.8733)
H (2.1368, -3.0035, 3.2765)
H (2.4106, -1.8397, 4.6131)
H (1.2412, -3.1552, 4.8299)
H (-0.7005, -3.0333, 0.2612)
H (0.2063, -4.3972, -1.5826)
C (-0.6031, 2.9411, 0.8857)
C (0.3276, 2.8741, -0.2609)
C (1.6998, 2.7677, 0.0291)
N (2.8486, 2.6510, 0.2693)
C (-0.0569, 3.1055, -1.6173)
C (-1.4253, 3.1444, -2.0196)
C (-1.7736, 3.3265, -3.3529)
C (-0.7816, 3.5067, -4.3288)
C (0.5693, 3.4708, -3.9619)
C (0.9318, 3.2604, -2.6366)
H (-1.6468, 2.7720, 0.6178)
H (-0.3200, 2.1758, 1.6199)
H (-0.5271, 3.9124, 1.3993)
H (-2.2047, 3.0172, -1.2609)
H (-2.8309, 3.3430, -3.6332)
H (-1.0603, 3.6628, -5.3694)
H (1.3507, 3.6148, -4.7083)
H (1.9881, 3.2235, -2.3681)

Calculated values
ΔE to the lowest compared entry with this formula, charge and spin   0.0 kcal per mole
Total charge   -1
Max |F|   1.65 eV Å⁻¹
LUMO level   1.674 eV
HOMO-LUMO gap   4.192 eV

---

Entry 2:
A 4-piece molecular cluster, H8O4 overall, computed with the ωB97M-V functional and the def2-TZVPD basis.

Atoms and positions in Å:
O (1.3308, 1.2186, -1.9145)
H (0.7821, 0.6381, -1.3870)
H (1.7923, 1.7600, -1.2741)
O (-0.0247, -0.5207, -0.1716)
H (-0.1081, -1.4678, -0.2821)
H (-0.9009, -0.2305, 0.0820)
O (-2.7968, -0.7920, -0.0381)
H (-2.8417, -1.6155, 0.4478)
H (-3.3375, -0.1852, 0.4675)
O (2.4193, 0.3751, 1.2918)
H (1.9383, 1.0872, 1.7135)
H (1.7470, -0.2673, 1.0648)

Calculated values
ΔE to the lowest compared entry with this formula, charge and spin   17.8 kcal per mole
Max |F|   0.72 eV Å⁻¹
LUMO level   0.101 eV
HOMO-LUMO gap   10.559 eV

---

Entry 3:
A 8-piece molecular cluster, C4H24NO7 overall at a distorted geometry, computed with the ωB97M-V functional and the def2-TZVPD basis.

Atoms and positions in Å:
C (-1.9540, -2.2293, 0.1918)
C (-0.9609, -3.3904, -0.1249)
C (0.0189, -3.0847, -1.2336)
C (1.0096, -1.0039, -1.9634)
N (0.6947, -1.7772, -1.0140)
H (-2.9942, -2.4399, -0.0251)
H (-1.7199, -1.3694, -0.4577)
H (-1.7632, -1.8322, 1.1871)
H (-1.6555, -4.1855, -0.3994)
H (-0.5278, -3.7503, 0.8080)
H (-0.5809, -2.9290, -2.1311)
H (0.7652, -3.8589, -1.3725)
H (0.6630, -1.3032, -2.9456)
H (1.5883, -0.1021, -1.7715)
H (0.8799, -1.5258, -0.0311)
H (-2.3853, 3.4485, 2.2948)
H (-2.2082, 2.0214, 2.9055)
O (-1.8225, 2.9313, 2.8973)
H (1.6340, 0.3154, 1.6515)
H (0.3021, 0.5455, 1.0205)
O (0.9652, -0.1411, 1.1220)
H (1.8874, 2.8382, 0.2832)
H (1.7622, 3.2038, -1.3373)
O (2.2966, 2.9130, -0.5915)
H (-0.5520, 3.0155, 1.7281)
H (-0.7642, 2.3676, 0.3436)
O (-0.0561, 2.6622, 0.9370)
H (-0.6844, 0.7696, 2.1557)
H (-0.5714, 0.7128, 3.4982)
O (-1.2547, 0.4180, 2.8639)
H (4.0178, 0.1822, -1.7403)
H (3.1868, 1.1701, -0.8169)
O (3.3422, 0.2420, -1.0588)
H (-0.8655, 1.0892, -2.7556)
H (-1.0067, 2.4816, -2.1641)
O (-0.6864, 1.5949, -1.9540)

Calculated values
ΔE to the lowest compared entry with this formula, charge and spin   33.4 kcal per mole
Total charge   +2
Max |F|   2.06 eV Å⁻¹
LUMO level (spin up / spin down)   -6.892 / -14.520 eV
2S+1   2
HOMO-LUMO gap (spin up / spin down)   10.970 / 2.758 eV

---

Entry 4:
C28H24BrCl6N2O4RhSi as an isolated structure at a distorted geometry, computed with the ωB97M-V functional and the def2-TZVPD basis.

Atoms and positions in Å:
Rh (-0.3158, 0.0606, -0.4970)
C (-0.7309, 4.5326, 0.2978)
Si (-1.3440, 3.2409, -0.9192)
C (-0.2327, 3.3142, -2.4076)
C (-3.0806, 3.5832, -1.5438)
N (-1.3509, 1.6787, -0.0747)
C (-2.2374, 1.4911, 0.9956)
C (-3.0951, 2.4726, 1.5044)
C (-3.9551, 2.2168, 2.5651)
C (-3.9982, 0.9674, 3.1544)
C (-3.1552, -0.0287, 2.6830)
C (-2.2993, 0.2560, 1.6428)
O (-1.4063, -0.6946, 1.1114)
C (-1.1533, -1.8974, 1.7960)
C (-0.5753, -1.8549, 3.0490)
C (-0.3080, -3.0557, 3.6892)
C (-0.6016, -4.2603, 3.0645)
C (-1.1701, -4.2701, 1.7988)
C (-1.4593, -3.0763, 1.1519)
H (-1.1494, 5.5168, 0.0662)
H (0.3574, 4.6142, 0.2247)
H (-0.9743, 4.2944, 1.3329)
H (-0.3158, 4.3434, -2.7731)
H (-0.5787, 2.6576, -3.2053)
H (0.8137, 3.1070, -2.1942)
H (-3.0151, 4.1621, -2.4696)
H (-3.7134, 4.1406, -0.8537)
H (-3.5845, 2.6438, -1.7808)
H (-3.0869, 3.4596, 1.0681)
H (-4.6006, 3.0062, 2.9284)
H (-4.6751, 0.7610, 3.9719)
H (-3.1647, -1.0159, 3.1250)
H (-0.3359, -0.9032, 3.5022)
H (0.1463, -3.0488, 4.6714)
H (-0.3787, -5.1944, 3.5632)
H (-1.3870, -5.2091, 1.3068)
H (-1.8799, -3.0505, 0.1563)
Cl (4.6514, -5.5159, -2.4513)
C (3.3726, -4.4744, -1.9553)
C (3.3884, -3.8805, -0.6986)
Cl (4.6830, -4.2183, 0.3880)
C (2.3655, -3.0217, -0.3104)
Cl (2.3277, -2.3964, 1.2983)
C (1.3037, -2.6813, -1.1744)
O (0.3590, -1.8564, -0.8490)
C (1.2748, -3.3708, -2.4082)
Cl (-0.1147, -3.1466, -3.4010)
C (2.2884, -4.2309, -2.7991)
Cl (2.2159, -5.0040, -4.3352)
Br (0.3947, 1.8221, 2.7637)
C (1.8212, 1.4638, 1.5776)
C (3.0383, 2.0781, 1.8203)
C (4.0959, 1.7637, 0.9867)
C (3.9013, 0.8504, -0.0376)
C (2.6509, 0.2986, -0.2054)
N (1.6116, 0.6002, 0.5925)
H (3.1393, 2.7685, 2.6430)
H (5.0633, 2.2228, 1.1425)
H (4.6999, 0.5670, -0.7073)
H (2.4532, -0.3987, -1.0042)
Cl (2.2168, -0.5847, -4.4321)
C (0.5707, 0.0931, -4.4163)
C (0.0245, 0.2054, -3.0142)
O (0.7887, 0.6505, -2.0894)
O (-1.1460, -0.1060, -2.7628)
H (-0.0759, -0.5460, -5.0066)
H (0.6277, 1.0876, -4.8564)

Calculated values
ΔE to the lowest compared entry with this formula, charge and spin   10.3 kcal per mole
Max |F|   2.33 eV Å⁻¹
LUMO level (spin up / spin down)   -1.475 / -1.557 eV
HOMO-LUMO gap (spin up / spin down)   6.160 / 6.043 eV

---

Entry 5:
C29H49AsIrN10Se as an isolated structure at a distorted geometry, computed with the ωB97M-V functional and the def2-TZVPD basis.

Atoms and positions in Å:
Ir (-0.6408, -0.1232, -0.4356)
N (-1.7717, -1.3429, 0.9524)
C (-1.1535, -2.5464, 1.5947)
C (-0.6464, -3.5740, 0.6051)
C (0.6169, -3.1056, -0.0986)
N (0.2759, -1.9866, -1.0231)
H (-2.1488, -0.7724, 1.7079)
H (-2.5903, -1.6628, 0.4395)
H (-1.8956, -2.9745, 2.2689)
H (-0.3212, -2.2098, 2.2058)
H (-1.4179, -3.8229, -0.1326)
H (-0.4376, -4.4995, 1.1423)
H (1.0692, -3.9169, -0.6701)
H (1.3558, -2.7431, 0.6205)
H (-0.3967, -2.3805, -1.6808)
H (1.0988, -1.7574, -1.5759)
Se (-1.5968, 6.2276, 3.8542)
N (-0.7652, 4.6946, 4.1476)
C (-0.9005, 3.9699, 3.0633)
C (-0.3350, 2.6381, 2.9174)
C (0.3578, 1.9888, 3.9418)
C (0.8492, 0.7236, 3.7026)
C (0.6639, 0.1464, 2.4521)
N (0.0014, 0.7394, 1.4602)
C (-0.5113, 1.9735, 1.7004)
C (-1.3186, 2.5589, 0.6503)
N (-1.4755, 1.7994, -0.4537)
C (-2.1246, 2.3200, -1.5024)
C (-2.6749, 3.5951, -1.4748)
C (-2.5591, 4.3623, -0.3325)
C (-1.8537, 3.8435, 0.7564)
C (-1.6384, 4.5688, 1.9968)
N (-2.0932, 5.7780, 2.2182)
H (0.4794, 2.4808, 4.8991)
H (1.3749, 0.1754, 4.4731)
H (1.0686, -0.8324, 2.2377)
H (-2.2239, 1.6986, -2.3820)
H (-3.1953, 3.9647, -2.3478)
H (-2.9830, 5.3571, -0.2691)
C (1.7067, 3.5753, -1.1230)
C (2.4420, 2.4816, -1.8924)
C (3.9336, 2.5094, -1.5848)
C (2.2276, 2.6328, -3.4003)
N (1.9600, 1.1524, -1.3913)
N (0.6190, 0.8411, -1.8267)
H (2.1581, 4.5431, -1.3389)
H (1.7667, 3.4018, -0.0465)
H (0.6528, 3.6604, -1.4151)
H (4.3590, 3.4595, -1.9041)
H (4.4638, 1.7223, -2.1278)
H (4.1250, 2.4048, -0.5163)
H (2.6659, 3.5678, -3.7473)
H (1.1709, 2.6693, -3.6812)
H (2.7104, 1.8236, -3.9539)
H (2.5821, 0.4145, -1.7067)
H (0.6190, 0.4035, -2.7520)
H (0.1866, 1.7502, -1.9972)
C (5.5736, 1.0314, 2.3901)
C (4.0989, 0.7234, 2.1030)
As (3.9066, -1.1044, 1.4653)
C (4.2473, -2.2772, 2.9843)
C (4.1740, -3.7688, 2.6902)
C (5.2387, -1.4260, 0.0779)
C (4.8558, -2.4677, -0.9678)
H (5.6372, 2.0455, 2.7868)
H (6.1892, 0.9926, 1.4925)
H (5.9995, 0.3656, 3.1397)
H (3.6796, 1.3814, 1.3423)
H (3.4863, 0.8095, 2.9990)
H (3.5852, -1.9694, 3.7941)
H (5.2657, -1.9749, 3.2596)
H (3.1502, -4.1000, 2.5145)
H (4.5480, -4.3188, 3.5533)
H (4.7901, -4.0531, 1.8376)
H (6.1226, -1.7356, 0.6452)
H (5.4494, -0.4535, -0.3685)
H (4.6004, -3.4292, -0.5237)
H (5.7002, -2.6331, -1.6359)
H (4.0175, -2.1330, -1.5834)
C (-4.2324, -0.2600, -0.6472)
C (-3.3677, -0.7322, -1.7677)
N (-2.0345, -0.6927, -1.8947)
C (-1.7412, -1.1681, -3.1718)
C (-2.8923, -1.5096, -3.7962)
N (-3.8880, -1.2327, -2.8997)
H (-3.6507, 0.2386, 0.1231)
H (-4.8022, -1.0810, -0.2065)
H (-4.9590, 0.4618, -1.0240)
H (-0.7418, -1.2093, -3.5715)
H (-3.0833, -1.9129, -4.7766)
H (-4.8776, -1.3608, -3.0715)

Calculated values
ΔE to the lowest compared entry with this formula, charge and spin   97.3 kcal per mole
Total charge   +4
Max |F|   1.08 eV Å⁻¹
LUMO level (spin up / spin down)   -10.959 / -13.026 eV
2S+1   2
HOMO-LUMO gap (spin up / spin down)   7.453 / 5.388 eV

---

Entry 6:
A 2-piece molecular cluster, C3H3ClO overall at a distorted geometry, computed with the ωB97M-V functional and the def2-TZVPD basis.

Atoms and positions in Å:
C (1.9608, 0.9734, -0.1957)
C (0.8130, 0.7858, 0.0790)
C (-1.4273, -0.2612, 0.4099)
O (-1.2979, -1.3423, -0.3840)
Cl (-2.4547, 0.9617, -0.0368)
H (2.8694, 1.3328, -0.6969)
H (-1.4795, -0.6358, 1.5286)
H (-1.0504, -1.0848, -1.2805)

Calculated values
ΔE to the lowest compared entry with this formula, charge and spin   59.9 kcal per mole
Max |F|   4.64 eV Å⁻¹
LUMO level (spin up / spin down)   0.896 / -3.126 eV
2S+1   3
HOMO-LUMO gap (spin up / spin down)   8.383 / 7.618 eV